No. 1
A structure of composition C17H35Al2B2Br2F6LiNO15V in a non-equilibrium geometry. Source: the OMol25 dataset; level of theory: wB97M-V/def2-TZVPD.

Geometry as ORCA input:
```
! wB97M-V def2-TZVPD RIJCOSX def2/J DEFGRID3
* xyz -2 1
C 3.9217 -0.2160 3.1294
C 2.5111 -0.6058 2.6705
C 1.5781 0.5573 2.3119
C 1.6185 1.5809 3.4768
C 0.1803 -0.0523 2.0055
C -0.8852 0.9733 1.6453
N -2.1694 0.3237 1.3374
B -2.8385 -0.2772 2.4944
C -4.0436 0.3704 3.2892
O -2.4095 -1.5392 2.9258
O 0.3116 -0.8068 0.8051
C -0.0352 -2.1849 0.8623
H 3.9608 0.5765 3.8706
H 4.3641 -1.1042 3.6136
H 4.5618 -0.0040 2.2796
H 2.6384 -1.1912 1.7557
H 1.9782 -1.2498 3.3842
H 1.8559 1.0307 1.3670
H 1.7874 1.0622 4.4121
H 0.7784 2.3191 3.5337
H 2.5350 2.1743 3.3039
H -0.0650 -0.6538 2.8840
H -0.5180 1.4612 0.7332
H -1.0661 1.7628 2.3597
H -2.0440 -0.3391 0.5801
H -4.5913 1.1531 2.7438
H -3.7730 0.7273 4.2858
H -4.7549 -0.4433 3.4740
H -2.1616 -1.4421 3.8522
H -1.0453 -2.2510 0.4405
H 0.6453 -2.7128 0.1863
H 0.0729 -2.6527 1.8408
C -3.3754 0.9996 -6.2734
O -2.1705 0.7893 -5.6903
C -1.2505 1.8912 -5.8147
C -0.3178 1.8952 -4.6309
O -0.9248 2.4267 -3.4723
C -1.9161 1.6177 -2.8380
C -1.3829 0.3970 -2.1455
O -1.1233 -0.6274 -3.0911
C -0.1708 -1.5678 -2.6094
H -3.2882 1.1584 -7.3634
H -4.0150 0.1240 -6.0848
H -3.8562 1.8988 -5.7966
H -1.7846 2.8493 -5.8502
H -0.6900 1.7556 -6.7463
H 0.5165 2.5638 -4.8548
H 0.1029 0.9026 -4.4571
H -2.7094 1.3492 -3.5435
H -2.3630 2.2655 -2.0818
H -2.1358 0.0257 -1.4412
H -0.4722 0.6563 -1.5942
H 0.7787 -1.0725 -2.3760
H 0.0014 -2.2974 -3.3990
H -0.5532 -2.0842 -1.7248
F -9.2858 2.8761 1.9021
Al -7.6740 2.4358 2.0447
F -6.8629 3.5756 2.9517
F -6.9424 2.4025 0.4039
F -7.5355 0.9333 2.7498
Al -5.5922 2.1966 -6.1776
B 7.3075 -0.6296 -1.5019
O 6.1844 0.3634 -1.5090
C 5.9696 0.7539 -0.2681
O 5.1372 1.5471 0.0810
C 6.9546 0.0320 0.6585
O 7.0131 0.1726 1.8528
O 7.7148 -0.7579 -0.0654
F 8.3712 -0.1601 -2.2650
F 6.8687 -1.8530 -1.9891
O -2.9475 -2.9911 -0.5406
H -2.9375 -2.5035 0.2946
Li 2.5611 -2.5882 4.7119
Br -6.0944 0.8161 -0.3248
O 2.5891 -7.1657 8.0100
V 2.3447 -6.3833 6.5156
O 2.2371 -5.1756 5.2485
Br -0.5739 1.8169 4.8629
C 3.8893 -0.9792 -2.9475
O 4.4601 -0.6848 -3.9894
O 3.3429 -0.1669 -2.1601
O 3.7023 -2.1468 -2.5250
*
```

Strongest force on any atom, eV Å⁻¹: 4.127
ΔE to the lowest compared entry with this formula, charge and spin, kcal per mole: 0.00



No. 2
A structure of composition C17H35CdF5NO7P2SbSi3. Source: the OMol25 dataset; level of theory: wB97M-V/def2-TZVPD.

Geometry as ORCA input:
```
! wB97M-V def2-TZVPD RIJCOSX def2/J DEFGRID3
* xyz 0 1
Cd 1.0301 0.4380 -0.2372
N 4.7648 0.6736 0.9885
C 4.0492 -0.6210 1.3214
C 5.0076 -1.5026 2.1171
P 3.7779 -1.3165 -0.3870
O 2.8319 -2.5979 -0.1938
O 5.1288 -1.6583 -0.8751
O 2.9522 -0.2597 -1.0825
P 2.5461 -0.1566 2.2822
O 3.1650 0.1898 3.7274
O 1.6191 -1.3104 2.3255
O 2.1208 1.1563 1.6578
H 5.5843 0.4696 0.4080
H 5.0622 1.1575 1.8368
H 4.1232 1.2948 0.4736
H 5.8459 -1.8210 1.4981
H 4.4680 -2.3916 2.4473
H 5.3657 -0.9911 3.0123
H 3.3338 -3.4200 -0.1981
H 2.8575 -0.4267 4.3999
C -2.9285 2.2921 1.2258
Si -3.3670 1.1290 -0.1722
C -3.4432 2.0215 -1.8120
C -4.9602 0.2020 0.1857
Sb -1.4989 -0.5813 -0.3269
Si -1.8579 -2.5142 1.2860
C -0.4845 -3.7420 0.9492
C -3.5416 -3.2975 1.0047
C -1.7367 -1.8075 3.0175
Si -1.4374 -1.5761 -2.6783
C 0.0301 -2.7414 -2.7050
C -3.0195 -2.4912 -3.1031
C -1.1339 -0.1374 -3.8387
H -3.7303 3.0195 1.3753
H -2.0148 2.8403 0.9955
H -2.7795 1.7563 2.1653
H -4.1296 2.8672 -1.7073
H -3.8305 1.3787 -2.6052
H -2.4682 2.4077 -2.1061
H -5.7954 0.9068 0.1363
H -4.9577 -0.2393 1.1838
H -5.1518 -0.5922 -0.5373
H -0.6969 -4.3267 0.0522
H -0.4187 -4.4349 1.7929
H 0.4853 -3.2537 0.8459
H -3.7662 -3.4717 -0.0475
H -4.3513 -2.7009 1.4265
H -3.5500 -4.2702 1.5059
H -0.8595 -1.1688 3.1205
H -1.6363 -2.6224 3.7394
H -2.6344 -1.2398 3.2719
H -0.1143 -3.6052 -2.0560
H 0.9547 -2.2483 -2.3979
H 0.1700 -3.1063 -3.7266
H -3.2736 -3.2352 -2.3471
H -2.9006 -3.0165 -4.0540
H -3.8647 -1.8081 -3.2040
H -0.3046 0.4833 -3.4922
H -2.0055 0.5102 -3.9423
H -0.8793 -0.5212 -4.8306
F 2.5016 7.0088 0.7867
C 2.0233 5.8658 0.2743
C 0.6830 5.7376 -0.0487
F -0.1470 6.7669 0.1590
C 0.1935 4.5563 -0.5726
F -1.1213 4.4838 -0.8506
C 1.0001 3.4259 -0.8069
O 0.5208 2.3163 -1.2861
C 2.3548 3.6179 -0.4816
F 3.2197 2.5913 -0.6880
C 2.8582 4.7864 0.0500
F 4.1620 4.8720 0.3525
*
```

Strongest force on any atom, eV Å⁻¹: 0.532
ΔE to the lowest compared entry with this formula, charge and spin, kcal per mole: 0.00



No. 3
A structure of composition C17H35Cu2O16 in a non-equilibrium geometry. Source: the OMol25 dataset; level of theory: wB97M-V/def2-TZVPD.

Geometry as ORCA input:
```
! wB97M-V def2-TZVPD RIJCOSX def2/J DEFGRID3
* xyz 1 1
Cu -1.1722 -2.4730 5.5498
Cu 4.0254 -0.7587 4.5560
C -0.2554 -1.6410 -1.5899
C -0.2018 -0.6510 -0.4160
O 0.3603 -1.1762 0.7351
H -0.8384 -2.5174 -1.3067
H 0.6787 -2.0348 -1.9905
H -0.7935 -1.0539 -2.3340
H -1.2343 -0.4105 -0.1625
H 0.2251 0.3012 -0.7307
C 10.1449 -3.2044 3.2701
O 9.8224 -3.7526 1.9862
C 8.8161 -3.3091 1.2532
O 8.1216 -2.3112 1.5888
O 8.7153 -3.9636 0.1024
C 7.8015 -3.4788 -0.9194
H 10.6170 -4.0027 3.8427
H 9.2182 -2.9731 3.7953
H 10.8691 -2.3989 3.1485
H 7.2511 -4.2576 -1.4473
H 8.3814 -2.8530 -1.5978
H 7.0459 -2.8428 -0.4581
C -3.0694 6.1159 -2.5617
O -2.6721 7.1300 -3.3329
C -1.3891 7.2523 -3.6547
O -0.4019 6.5061 -3.4809
O -1.3959 8.3517 -4.4012
C -0.2707 8.9764 -4.8861
H -2.5666 5.1557 -2.6772
H -4.1534 6.1046 -2.6762
H -2.9916 6.3502 -1.5000
H 0.1879 8.3063 -5.6132
H 0.3628 9.1623 -4.0188
H -0.5218 9.9131 -5.3837
C -0.3878 -7.1439 2.0328
O -1.6663 -7.7963 1.7765
C -2.8201 -7.2255 2.3470
O -2.8138 -6.4883 3.3616
O -3.9273 -7.5829 1.6481
C -5.2069 -7.0137 1.8315
H -0.2699 -6.1203 1.6775
H 0.4505 -7.7423 1.6761
H -0.1544 -7.1508 3.0975
H -5.7971 -7.5913 2.5428
H -5.8218 -7.0251 0.9316
H -5.2759 -5.9579 2.0934
C -8.2001 -1.5717 -3.7146
O -9.5205 -1.0959 -4.0228
C -10.0195 -1.1930 -5.2500
O -9.5240 -1.8269 -6.1978
O -11.1059 -0.4859 -5.2821
C -11.9273 -0.5023 -6.4211
H -7.8216 -2.3106 -4.4209
H -8.0797 -2.1686 -2.8106
H -7.4626 -0.7728 -3.6376
H -11.3230 -0.0391 -7.2012
H -12.8213 0.1203 -6.3840
H -12.0997 -1.4859 -6.8580
C 5.7681 4.8018 7.7656
O 5.1491 5.3281 6.6571
C 5.3745 4.8364 5.3269
O 5.5731 3.6819 4.9863
O 4.9408 5.8049 4.4498
C 5.0957 5.5696 3.0358
H 5.6592 5.4993 8.5961
H 6.8379 4.6111 7.6804
H 5.1963 3.8940 7.9582
H 5.0936 6.5809 2.6292
H 4.2271 5.0151 2.6806
H 5.9639 4.9861 2.7294
*
```

Strongest force on any atom, eV Å⁻¹: 5.070
ΔE to the lowest compared entry with this formula, charge and spin, kcal per mole: 17.21



No. 4
A structure of composition C17H35F3HgNO8S in a non-equilibrium geometry. Source: the OMol25 dataset; level of theory: wB97M-V/def2-TZVPD.

Geometry as ORCA input:
```
! wB97M-V def2-TZVPD RIJCOSX def2/J DEFGRID3
* xyz 0 2
Hg -0.3583 0.1426 -0.0087
C 0.1191 0.9077 -4.2881
C 0.5714 1.6025 -3.0644
O 1.2731 2.6053 -3.2572
O 0.2692 1.2438 -1.8848
H -0.9417 0.7300 -4.4645
H 0.6813 -0.0234 -4.3588
H 0.4037 1.4554 -5.1865
C -3.4894 1.8659 0.1950
O -3.2571 2.6641 -0.9991
O -2.5538 0.8748 0.3033
C -3.6292 2.8562 1.5310
F -3.4593 4.2498 1.0966
F -4.8518 2.8871 2.1744
F -2.6923 2.6821 2.4652
C -4.0145 2.4371 -2.1808
C -3.5010 3.4672 -3.2766
H -3.6502 4.4803 -2.9030
H -2.4381 3.2973 -3.4478
H -4.1765 3.2221 -4.0962
H -5.0752 2.6829 -2.1293
H -3.7810 1.4690 -2.6239
H -4.4863 1.5411 -0.1029
C 1.9792 0.9857 3.0424
C 1.2786 2.0606 2.2633
C 2.0279 3.4404 2.4342
O 1.0173 1.9303 0.8921
H 1.4937 0.0099 3.0333
H 2.0970 1.3965 4.0451
H 3.0399 0.8683 2.8204
H 0.3542 2.1471 2.8344
H 2.7083 3.6487 1.6085
H 2.4845 3.5372 3.4192
H 1.2805 4.2275 2.5340
C -2.5017 -3.5500 -1.3887
C -1.9577 -2.3280 -0.6941
C -1.4631 -2.7673 0.6870
O -0.8502 -1.6954 1.4061
C -0.6801 -2.0424 2.8149
N -0.9117 -1.7392 -1.4718
H -1.8044 -4.3309 -1.6922
H -3.0551 -3.3911 -2.3142
H -3.3215 -4.0940 -0.9197
H -2.7224 -1.5513 -0.6803
H -0.7697 -3.6048 0.6105
H -2.3021 -3.2274 1.2091
H 0.0384 -2.8314 3.0369
H -1.6475 -2.4986 3.0249
H -0.5454 -1.1059 3.3562
H -1.1339 -1.3231 -2.3649
H -0.3957 -2.5655 -1.7386
C 4.9819 -1.1076 0.3573
C 4.7467 -2.0505 1.5792
C 3.3330 -2.5950 1.6977
S 2.5648 -2.1694 0.0278
O 1.5355 -1.1078 0.1092
O 2.2780 -3.4046 -0.6940
C 4.1293 -1.6903 -0.8014
H 6.0390 -0.9006 0.1907
H 4.4850 -0.1510 0.5186
H 4.9386 -1.3165 2.3619
H 5.5134 -2.8007 1.7731
H 2.8497 -2.2696 2.6189
H 3.3177 -3.6824 1.7709
H 3.9050 -1.1225 -1.7043
H 4.6829 -2.5783 -1.1068
*
```

Strongest force on any atom, eV Å⁻¹: 3.530
E_tot, hartree: -2176.34399



No. 5
A structure of composition C17H35FHgN4O3S. Source: the OMol25 dataset; level of theory: wB97M-V/def2-TZVPD.

Geometry as ORCA input:
```
! wB97M-V def2-TZVPD RIJCOSX def2/J DEFGRID3
* xyz -1 2
Hg -0.1885 0.2576 -0.3026
F 0.8855 -1.4580 -1.6484
C 2.8421 2.7502 2.1658
N 2.7023 2.8707 0.7376
C 3.5937 2.1494 -0.1556
C 2.8916 2.2599 -1.5156
N 1.7703 3.1517 -1.2319
C 1.6106 3.3508 0.0970
S 0.3466 4.1817 0.8159
H 2.8469 1.6983 2.4567
H 1.9917 3.2401 2.6330
H 3.7660 3.2325 2.5007
H 3.6949 1.1100 0.1681
H 4.5864 2.6099 -0.1526
H 2.5375 1.2857 -1.8570
H 3.5335 2.6902 -2.2844
H 0.9707 3.1127 -1.8481
O 1.5028 -0.2574 2.0855
C 1.0637 -1.2411 2.6430
C -0.3709 -1.3932 3.0787
C -0.9096 -2.7393 2.5508
C -0.4035 -3.0836 1.1307
C 0.9437 -3.8184 1.0273
C 2.1653 -3.0329 1.5188
N 1.8646 -2.3776 2.8132
H -0.9490 -0.5908 2.6161
H -0.4603 -1.3111 4.1663
H -1.9958 -2.6510 2.5074
H -0.6802 -3.5634 3.2381
H -0.3623 -2.1693 0.5366
H -1.1481 -3.7239 0.6547
H 1.1013 -4.0704 -0.0243
H 0.8783 -4.7561 1.5958
H 2.4364 -2.2546 0.8074
H 3.0139 -3.7048 1.6534
H 1.4215 -3.0490 3.4267
C 0.6810 -1.3876 -4.6582
N 0.0710 -0.1365 -4.2400
C -1.3131 -0.1820 -3.8205
C 0.8353 0.9205 -3.9486
O 0.4485 1.9906 -3.4924
H 1.0659 -1.9116 -3.7776
H 1.4865 -1.1928 -5.3675
H -0.0753 -2.0009 -5.1467
H -1.9640 -0.4380 -4.6597
H -1.5850 0.8004 -3.4431
H -1.4278 -0.9136 -3.0172
H 1.8942 0.7530 -4.2049
C -3.8267 0.8434 -0.5986
C -3.2071 0.7807 0.8038
C -4.3054 0.3791 1.8035
C -2.7167 2.1827 1.1774
O -2.1983 -0.1710 0.8791
H -4.6519 1.5611 -0.6439
H -4.1959 -0.1441 -0.8877
H -3.0586 1.1472 -1.3165
H -5.1168 1.1125 1.8061
H -3.8788 0.3132 2.8069
H -4.7112 -0.6001 1.5357
H -3.5258 2.9193 1.1308
H -1.9262 2.4913 0.4910
H -2.2915 2.1779 2.1842
*
```

Strongest force on any atom, eV Å⁻¹: 0.577
ΔE to the lowest compared entry with this formula, charge and spin, kcal per mole: 3.16



No. 6
A structure of composition C17H35IN3O9S2 in a non-equilibrium geometry. Source: the OMol25 dataset; level of theory: wB97M-V/def2-TZVPD.

Geometry as ORCA input:
```
! wB97M-V def2-TZVPD RIJCOSX def2/J DEFGRID3
* xyz -1 1
C -2.9152 -1.4977 0.5842
C -3.1526 -2.6094 0.2175
C -3.4642 -3.9528 -0.2275
S -2.4802 -4.5044 -1.6549
O -3.2596 -4.1306 -2.8063
O -2.3569 -5.9320 -1.4669
N -1.1247 -3.6540 -1.6674
S 0.1870 -4.3426 -1.0489
O 0.6096 -5.5443 -1.7175
O 1.2167 -3.3355 -1.0179
C -0.2039 -4.9269 0.6291
C 0.0383 -3.9531 1.7534
O 0.6311 -2.9467 1.7580
I -0.8697 -4.6363 3.6546
H -2.8657 -0.5799 1.1130
H -3.3984 -4.6571 0.5978
H -4.4947 -3.9814 -0.5720
H 0.3924 -5.8134 0.8211
H -1.2550 -5.1917 0.6501
C -2.0465 1.5961 -1.5511
O -2.8167 1.6795 -0.3632
C -2.3464 2.6355 0.5738
C -3.3093 3.7990 0.6903
N -3.3041 4.6153 -0.5175
C -4.3793 5.6002 -0.5841
C -5.8191 5.0941 -0.6197
O -6.1677 4.4048 -1.8035
C -5.8282 3.0274 -1.8302
H -2.3955 0.7272 -2.1053
H -2.1766 2.4842 -2.1806
H -0.9857 1.4628 -1.3260
H -1.3383 2.9774 0.3239
H -2.2936 2.1350 1.5463
H -3.0196 4.4220 1.5422
H -4.3025 3.3790 0.8985
H -3.3748 4.0080 -1.3229
H -4.2161 6.1856 -1.4927
H -4.2704 6.2898 0.2597
H -6.4685 5.9739 -0.5910
H -6.0746 4.4961 0.2633
H -5.8792 2.5741 -0.8377
H -4.8351 2.8681 -2.2569
H -6.5458 2.5229 -2.4770
C 6.5449 1.3093 2.5062
O 6.9983 0.5494 1.4059
C 7.0356 -0.8547 1.6418
C 5.9776 -1.5815 0.8381
N 4.6406 -1.2956 1.3354
C 3.5538 -1.7689 0.4656
C 3.4430 -1.1759 -0.9303
O 3.0819 0.2025 -0.9549
C 4.1464 1.1120 -0.7979
H 6.7139 2.3596 2.2716
H 5.4744 1.1657 2.6862
H 7.0995 1.0596 3.4163
H 6.9396 -1.0788 2.7084
H 8.0205 -1.2041 1.3163
H 6.1588 -2.6585 0.9063
H 6.1001 -1.2833 -0.2124
H 4.5427 -0.2967 1.4544
H 2.6192 -1.5594 0.9850
H 3.6248 -2.8554 0.3778
H 2.6372 -1.7042 -1.4318
H 4.3450 -1.3440 -1.5344
H 5.0785 0.7315 -1.2254
H 4.3048 1.3710 0.2548
H 3.8786 2.0324 -1.3214
*
```

Strongest force on any atom, eV Å⁻¹: 1.646
E_tot, hartree: -2604.12493



No. 7
A cluster of 4 separate species, C17H35N2O6 in total in a non-equilibrium geometry. Source: the OMol25 dataset; level of theory: wB97M-V/def2-TZVPD.

Geometry as ORCA input:
```
! wB97M-V def2-TZVPD RIJCOSX def2/J DEFGRID3
* xyz 1 1
N 1.6242 -0.6426 1.7036
C 0.4607 0.3230 1.6404
C -0.9773 -0.3952 1.2025
C -1.9237 0.9650 0.9760
N -2.5854 1.1616 2.1727
C -2.3299 0.1282 3.2874
C -1.8566 -1.1678 2.3504
H 1.3602 -1.3510 2.4276
H 2.4416 -0.1231 2.1454
H 0.3356 0.8653 2.6936
H 0.6383 1.1652 0.8135
H -0.8391 -0.9982 0.1959
H -1.9186 1.5860 -0.0170
H -3.2397 1.9679 2.3402
H -1.4068 0.3847 3.9967
H -3.3743 -0.0612 3.7832
H -2.7968 -1.6201 1.8066
H -1.3137 -2.0643 2.8985
O -1.5236 3.6585 -1.4456
C -2.4484 3.5028 -2.2400
O -3.3620 4.4853 -2.4173
C -4.3707 4.4853 -3.4457
C -5.5948 3.7098 -3.0024
C -2.6329 2.2000 -2.9560
H -3.9644 4.1274 -4.3957
H -4.6478 5.5323 -3.6039
H -5.3614 2.6579 -2.8172
H -6.3807 3.7624 -3.7605
H -5.9851 4.1164 -2.0631
H -3.1659 1.5038 -2.3028
H -1.6456 1.7916 -3.1912
H -3.1567 2.2902 -3.9067
O -2.2442 -5.1572 -1.9918
C -1.4027 -5.2301 -1.0991
O -1.4738 -4.4015 -0.0315
C -0.6580 -4.5211 1.1496
C 0.6748 -3.8255 0.9589
C -0.2405 -6.1680 -1.2158
H -0.5501 -5.5671 1.4494
H -1.2090 -4.0250 1.9548
H 1.2553 -4.2794 0.1514
H 1.2666 -3.8666 1.8771
H 0.5221 -2.7757 0.6861
H 0.5399 -5.6989 -1.8210
H -0.5818 -7.0820 -1.7110
H 0.1719 -6.4799 -0.2571
O 4.1188 1.7061 2.8435
C 4.7992 1.7348 1.8205
O 4.2079 1.9267 0.6185
C 4.9189 2.1602 -0.6124
C 5.3312 0.8513 -1.2553
C 6.2731 1.4717 1.8724
H 5.7618 2.8393 -0.4575
H 4.2213 2.6810 -1.2758
H 6.0188 0.2878 -0.6191
H 5.8173 1.0303 -2.2180
H 4.4560 0.2129 -1.4171
H 6.4449 0.3919 1.8759
H 6.6694 1.9039 2.7960
H 6.8318 1.9327 1.0591
*
```

Strongest force on any atom, eV Å⁻¹: 3.967
ΔE to the lowest compared entry with this formula, charge and spin, kcal per mole: 70.66